Entry 1:
Formula: C31H36MoN7O4S
Source: the Open Molecules 2025 dataset
Level of theory: ωB97M-V with the def2-TZVPD basis set

Output
Molecular weight (g mol⁻¹): 698.681
Energy (eV): -64040.7166
HOMO (Ha): -0.363
Frontier orbital gap (eV): 6.3
Energy above the lowest of the compared OMol25 structures with the same formula, charge and spin (kJ/mol): 10.0
2S+1: 1
Net charge: +1

Geometry (Å):
Mo: 0.05 0.48 1.19
O: 1.40 0.59 -0.24
C: 2.68 0.36 -0.48
C: 3.22 0.69 -1.73
C: 4.55 0.45 -1.99
C: 5.39 -0.13 -1.03
C: 4.86 -0.46 0.20
C: 3.51 -0.22 0.48
C: 2.96 -0.65 1.74
N: 1.75 -0.52 2.14
C: 1.43 -1.18 3.41
C: 0.17 -1.96 3.16
N: -0.79 -1.01 2.57
C: -2.03 -1.29 2.73
C: -3.13 -0.45 2.35
C: -4.45 -0.92 2.43
C: -5.50 -0.06 2.18
C: -5.23 1.28 1.89
C: -3.94 1.76 1.82
C: -2.87 0.88 2.02
O: -1.62 1.32 1.94
H: 2.56 1.13 -2.47
H: 4.96 0.71 -2.96
H: 6.43 -0.32 -1.25
H: 5.48 -0.92 0.96
H: 3.65 -1.18 2.40
H: 1.25 -0.42 4.18
H: 2.24 -1.82 3.73
H: -0.23 -2.36 4.10
H: 0.35 -2.78 2.46
H: -2.27 -2.22 3.25
H: -4.63 -1.95 2.70
H: -6.52 -0.42 2.23
H: -6.05 1.96 1.71
H: -3.72 2.79 1.59
C: -3.60 1.94 -3.55
C: -4.16 1.23 -2.33
N: -3.26 0.22 -1.76
C: -2.13 0.49 -1.11
S: -1.29 -0.88 -0.41
N: -1.74 1.76 -1.06
N: -0.68 1.95 -0.24
C: -0.14 3.12 -0.17
C: -0.53 4.26 -1.06
C: 0.82 3.33 0.93
C: 1.47 4.54 1.11
C: 2.26 4.73 2.23
C: 2.38 3.72 3.17
C: 1.73 2.53 2.92
N: 0.98 2.32 1.83
H: -4.37 2.58 -3.98
H: -2.74 2.55 -3.29
H: -3.29 1.22 -4.31
H: -4.41 1.94 -1.55
H: -5.07 0.69 -2.60
H: -3.55 -0.74 -1.76
H: -1.21 3.91 -1.83
H: -1.02 5.05 -0.48
H: 0.35 4.70 -1.53
H: 1.35 5.32 0.38
H: 2.77 5.68 2.38
H: 2.96 3.84 4.07
H: 1.80 1.70 3.61
O: 0.55 -4.43 0.71
C: 1.05 -3.80 -0.18
O: 1.33 -2.50 -0.06
C: 1.35 -4.35 -1.57
N: 2.20 -3.41 -2.32
C: 1.58 -3.12 -3.63
C: 0.51 -4.19 -3.81
C: 0.04 -4.44 -2.38
H: 1.80 -5.34 -1.44
H: 3.15 -3.74 -2.40
H: 1.80 -2.28 -0.91
H: 2.33 -3.12 -4.42
H: 1.13 -2.13 -3.60
H: 0.95 -5.10 -4.23
H: -0.30 -3.87 -4.47
H: -0.44 -5.41 -2.25
H: -0.65 -3.66 -2.06

Results of the Mulliken charge analysis, in e, for atoms 1 through 8: Mo 0.489; O 0.235; C -0.191; C -0.972; C -0.519; C -0.900; C -0.704; C 1.177

Entry 2:
Formula: C31H36N2O2
Source: the Open Molecules 2025 dataset
Level of theory: ωB97M-V with the def2-TZVPD basis set

Output
Molecular weight (g mol⁻¹): 468.641
Energy (eV): -39808.9931
HOMO (Ha): -0.308
Frontier orbital gap (eV): 9.1
Energy above the lowest of the compared OMol25 structures with the same formula, charge and spin (kJ/mol): 0.0
2S+1: 1

Geometry (Å):
C: -4.52 -7.94 1.01
C: -3.13 -7.91 0.41
C: -2.38 -6.60 0.68
C: -3.01 -5.39 0.00
C: -2.14 -4.14 0.06
C: -1.95 -3.61 1.48
C: -1.17 -2.32 1.45
C: 0.22 -2.33 1.46
C: 0.94 -1.16 1.39
C: 0.28 0.07 1.32
N: 1.02 1.26 1.25
C: 2.37 1.29 0.71
C: 2.60 2.77 0.38
C: 4.08 3.17 0.41
C: 4.84 2.46 -0.67
C: 4.67 2.82 -2.00
C: 5.34 2.16 -3.01
C: 6.19 1.11 -2.70
C: 6.37 0.73 -1.38
C: 5.69 1.40 -0.37
C: 1.74 3.47 1.44
C: 1.21 4.85 1.03
C: 0.38 4.77 -0.25
O: 0.86 4.99 -1.34
N: -0.91 4.41 -0.01
C: -1.93 4.15 -0.93
C: -1.83 4.46 -2.28
C: -2.89 4.18 -3.13
C: -4.05 3.59 -2.64
C: -4.14 3.28 -1.29
C: -3.09 3.56 -0.44
C: 0.62 2.47 1.70
O: -0.44 2.74 2.23
C: -1.11 0.09 1.31
C: -1.82 -1.10 1.37
H: -4.98 -8.91 0.86
H: -4.48 -7.74 2.08
H: -5.16 -7.19 0.55
H: -3.20 -8.06 -0.67
H: -2.55 -8.74 0.82
H: -2.34 -6.44 1.76
H: -1.35 -6.71 0.32
H: -3.98 -5.17 0.46
H: -3.19 -5.64 -1.05
H: -1.16 -4.36 -0.38
H: -2.60 -3.36 -0.55
H: -1.41 -4.34 2.08
H: -2.93 -3.44 1.93
H: 0.74 -3.27 1.52
H: 2.02 -1.20 1.41
H: 2.44 0.65 -0.17
H: 3.09 0.95 1.46
H: 2.19 2.99 -0.61
H: 4.14 4.25 0.24
H: 4.50 2.95 1.39
H: 4.00 3.64 -2.24
H: 5.20 2.45 -4.04
H: 6.72 0.59 -3.49
H: 7.03 -0.08 -1.13
H: 5.84 1.11 0.66
H: 2.30 3.58 2.37
H: 0.61 5.26 1.84
H: 2.05 5.52 0.84
H: -1.13 4.15 0.94
H: -0.93 4.91 -2.67
H: -2.81 4.42 -4.18
H: -4.87 3.38 -3.31
H: -5.04 2.83 -0.90
H: -3.16 3.32 0.61
H: -1.63 1.03 1.24
H: -2.90 -1.06 1.36

Results of the Mulliken charge analysis, in e, for atoms 1 through 8: C -1.163; C -0.550; C -0.424; C -0.638; C -0.494; C -1.118; C 0.731; C -0.861

Entry 3:
Formula: C31H36N3O2
Source: the Open Molecules 2025 dataset
Level of theory: ωB97M-V with the def2-TZVPD basis set

Output
Molecular weight (g mol⁻¹): 482.648
Energy (eV): -41289.0690
HOMO (Ha): -0.353
Frontier orbital gap (eV): 4.8
Energy above the lowest of the compared OMol25 structures with the same formula, charge and spin (kJ/mol): 148.4
2S+1: 1
Net charge: +1

Geometry (Å):
C: 2.37 0.59 0.69
N: 3.13 1.76 0.36
C: 4.52 1.82 0.75
C: 5.25 2.83 -0.09
C: 4.56 4.15 -0.04
N: 3.13 4.02 -0.23
C: 2.51 5.27 -0.59
C: 1.02 5.21 -0.35
C: 0.45 3.87 -0.78
N: 1.11 2.74 -0.18
C: 2.42 2.87 -0.03
H: 1.36 0.78 0.32
H: 2.80 -0.29 0.21
H: 2.34 0.40 1.78
H: 4.61 2.09 1.81
H: 4.93 0.81 0.63
H: 6.26 2.95 0.29
H: 5.34 2.48 -1.13
H: 4.75 4.65 0.92
H: 4.93 4.83 -0.82
H: 2.96 6.07 0.02
H: 2.72 5.50 -1.65
H: 0.82 5.37 0.71
H: 0.53 6.03 -0.89
H: -0.60 3.79 -0.49
H: 0.49 3.81 -1.89
C: 2.05 -5.53 -4.35
O: 0.90 -4.69 -4.61
C: 0.27 -4.13 -3.54
C: -0.66 -3.10 -3.82
C: -1.21 -2.38 -2.78
C: -0.92 -2.69 -1.43
C: -1.50 -1.92 -0.33
C: -1.66 -0.52 -0.49
C: -2.27 0.33 0.41
C: -2.77 1.64 0.16
C: -3.52 2.30 1.17
C: -4.00 3.59 0.99
C: -3.76 4.25 -0.23
C: -3.07 3.60 -1.26
C: -2.60 2.30 -1.09
C: -1.84 -2.63 0.90
C: -2.39 -3.95 0.84
C: -2.71 -4.64 1.98
C: -2.53 -4.03 3.25
O: -2.87 -4.79 4.33
C: -2.60 -4.29 5.66
C: -2.00 -2.72 3.34
C: -1.64 -2.06 2.17
C: -0.02 -3.75 -1.17
C: 0.56 -4.48 -2.20
H: 2.36 -5.89 -5.33
H: 2.85 -4.95 -3.88
H: 1.78 -6.38 -3.71
H: -0.89 -2.86 -4.86
H: -1.93 -1.58 -3.00
H: -1.32 -0.10 -1.44
H: -2.56 -0.07 1.37
H: -3.71 1.76 2.10
H: -4.56 4.08 1.78
H: -4.16 5.26 -0.40
H: -2.89 4.11 -2.22
H: -2.07 1.78 -1.89
H: -2.57 -4.41 -0.13
H: -3.10 -5.65 1.94
H: -2.98 -5.07 6.33
H: -1.53 -4.15 5.81
H: -3.14 -3.35 5.84
H: -1.87 -2.24 4.30
H: -1.17 -1.08 2.24
H: 0.24 -3.99 -0.14
H: 1.26 -5.29 -1.95

Results of the Mulliken charge analysis, in e, for atoms 1 through 8: C -0.989; N 0.211; C -0.571; C -0.741; C -0.704; N 0.177; C -0.749; C -0.819

Entry 4:
Formula: C31H36N3O9TeV
Source: the Open Molecules 2025 dataset
Level of theory: ωB97M-V with the def2-TZVPD basis set

Output
Molecular weight (g mol⁻¹): 773.185
<S²>: 0.76
Energy (eV): -88601.3240
HOMO (spin up / spin down) (Ha): -0.403 / -0.403
Frontier orbital gap (spin up / spin down) (eV): 6.2 / 6.9
Energy above the lowest of the compared OMol25 structures with the same formula, charge and spin (kJ/mol): 112.1
2S+1: 2
Net charge: +1

Geometry (Å):
V: 0.89 -1.70 1.77
O: 1.90 -3.24 3.37
C: 3.22 -3.43 3.93
C: 4.20 -3.74 2.82
N: 4.36 -2.71 1.81
C: 4.55 -1.35 2.25
C: 3.19 -0.73 2.54
O: 2.77 -0.50 3.64
O: 2.40 -0.65 1.46
C: 4.14 -2.98 0.43
C: 2.71 -3.01 -0.12
O: 2.45 -3.12 -1.28
O: 1.72 -2.94 0.80
H: 1.28 -3.23 4.11
H: 3.19 -4.28 4.61
H: 3.51 -2.53 4.48
H: 3.88 -4.66 2.31
H: 5.16 -3.96 3.31
H: 5.07 -0.78 1.48
H: 5.15 -1.32 3.16
H: 4.56 -3.96 0.16
H: 4.67 -2.25 -0.18
O: -2.05 -0.60 2.81
N: -0.87 -0.70 2.97
O: -0.29 -1.73 3.48
O: 0.00 0.10 2.52
C: 0.12 5.92 2.58
C: -0.24 4.61 1.96
C: -1.49 4.04 2.14
C: -1.84 2.82 1.56
C: -3.25 2.32 1.80
C: -0.88 2.18 0.77
Te: -1.54 0.42 -0.16
N: -0.32 -1.21 0.19
C: -1.10 -2.33 0.36
O: -0.75 -3.10 1.27
C: -2.26 -2.59 -0.51
C: -3.49 -2.91 0.07
C: -4.60 -3.08 -0.74
C: -4.48 -2.95 -2.12
C: -3.25 -2.65 -2.69
C: -2.14 -2.45 -1.89
C: -1.04 0.92 -2.16
C: 0.03 0.45 -2.92
C: 1.15 -0.45 -2.46
C: 0.09 0.85 -4.25
C: -0.85 1.68 -4.84
C: -0.74 2.08 -6.28
C: -1.90 2.13 -4.05
C: -2.02 1.76 -2.72
C: -3.19 2.29 -1.93
C: 0.40 2.70 0.59
C: 1.46 2.01 -0.22
C: 0.70 3.92 1.19
H: -0.70 6.31 3.19
H: 0.35 6.66 1.81
H: 1.00 5.83 3.22
H: -2.22 4.55 2.75
H: -3.66 2.79 2.69
H: -3.30 1.24 1.95
H: -3.91 2.58 0.97
H: -3.56 -3.02 1.15
H: -5.56 -3.32 -0.30
H: -5.35 -3.10 -2.74
H: -3.16 -2.57 -3.77
H: -1.18 -2.22 -2.32
H: 1.17 -0.64 -1.39
H: 2.11 -0.01 -2.75
H: 1.09 -1.42 -2.95
H: 0.93 0.49 -4.85
H: 0.18 1.72 -6.73
H: -0.77 3.17 -6.38
H: -1.58 1.68 -6.85
H: -2.65 2.78 -4.48
H: -3.81 2.93 -2.56
H: -2.87 2.89 -1.08
H: -3.84 1.48 -1.57
H: 1.39 0.93 -0.15
H: 2.45 2.29 0.14
H: 1.39 2.29 -1.27
H: 1.69 4.34 1.06

Results of the Mulliken charge analysis, in e, for atoms 1 through 8: V 0.348; O -0.403; C -0.682; C -0.807; N 0.336; C -1.073; C 0.883; O -0.553

Entry 5:
Formula: C31H36NO4P3RuS2
Source: the Open Molecules 2025 dataset
Level of theory: ωB97M-V with the def2-TZVPD basis set

Output
Molecular weight (g mol⁻¹): 744.758
Energy (eV): -94534.6865
HOMO (spin up / spin down) (Ha): -0.282 / -0.282
Frontier orbital gap (spin up / spin down) (eV): 7.8 / 7.8
Energy above the lowest of the compared OMol25 structures with the same formula, charge and spin (kJ/mol): 191.7
2S+1: 1

Geometry (Å):
Ru: 0.81 -0.49 0.02
C: -1.32 1.99 1.46
N: -1.10 2.25 0.01
P: 0.45 1.60 -0.42
C: 0.57 2.08 -2.18
C: 0.46 3.40 -2.61
C: 0.52 3.69 -3.96
C: 0.70 2.68 -4.89
C: 0.83 1.36 -4.47
C: 0.77 1.06 -3.12
C: 1.48 2.87 0.42
C: 0.95 4.13 0.71
C: 1.73 5.13 1.26
C: 3.08 4.90 1.52
C: 3.62 3.66 1.24
C: 2.83 2.65 0.69
P: -2.39 1.50 -0.94
C: -2.63 2.59 -2.40
C: -2.74 3.98 -2.36
C: -2.98 4.70 -3.52
C: -3.12 4.04 -4.74
C: -3.00 2.66 -4.79
C: -2.75 1.94 -3.62
C: -3.91 1.93 0.01
C: -4.23 3.20 0.49
C: -5.43 3.42 1.14
C: -6.33 2.38 1.32
C: -6.02 1.11 0.85
C: -4.81 0.89 0.21
H: -0.42 2.26 2.02
H: -1.55 0.95 1.67
H: -2.14 2.61 1.83
H: 0.32 4.19 -1.89
H: 0.42 4.72 -4.30
H: 0.74 2.91 -5.95
H: 0.97 0.57 -5.19
H: 0.85 0.04 -2.78
H: -0.10 4.32 0.51
H: 1.29 6.09 1.49
H: 3.69 5.68 1.95
H: 4.67 3.46 1.44
H: 3.27 1.69 0.49
H: -2.60 4.52 -1.43
H: -3.06 5.78 -3.48
H: -3.32 4.60 -5.64
H: -3.09 2.14 -5.73
H: -2.63 0.87 -3.66
H: -3.54 4.02 0.36
H: -5.67 4.41 1.51
H: -7.27 2.56 1.83
H: -6.71 0.29 1.00
H: -4.55 -0.10 -0.14
C: 6.08 -2.46 3.13
C: 5.09 -1.66 2.33
O: 4.48 -2.55 1.37
P: 3.10 -2.14 0.67
S: 3.23 -0.53 -0.50
S: 1.65 -1.73 1.99
O: 2.81 -3.42 -0.20
C: 3.16 -4.77 0.21
C: 4.49 -5.18 -0.40
H: 6.60 -1.81 3.84
H: 6.83 -2.92 2.48
H: 5.58 -3.25 3.69
H: 5.58 -0.85 1.78
H: 4.31 -1.23 2.96
H: 2.35 -5.39 -0.16
H: 3.18 -4.83 1.30
H: 4.46 -5.04 -1.48
H: 4.67 -6.23 -0.19
H: 5.30 -4.59 0.02
C: -2.60 -2.36 -0.86
C: -1.34 -1.59 -0.59
O: -0.46 -1.48 -1.48
O: -1.17 -1.00 0.52
H: -2.39 -3.21 -1.51
H: -3.28 -1.69 -1.39
H: -3.05 -2.68 0.07

Results of the Mulliken charge analysis, in e, for atoms 1 through 8: Ru -0.118; C -1.508; N 0.311; P 1.601; C 0.449; C -0.079; C -0.690; C -0.541

Entry 6:
Formula: C31H37AsN4O5S3Zr
Source: the Open Molecules 2025 dataset
Level of theory: ωB97M-V with the def2-TZVPD basis set

Output
Molecular weight (g mol⁻¹): 808.007
Energy (eV): -143559.5168
HOMO (Ha): -0.497
Frontier orbital gap (eV): 7.5
Energy above the lowest of the compared OMol25 structures with the same formula, charge and spin (kJ/mol): 407.4
2S+1: 1
Net charge: +2

Geometry (Å):
Zr: 0.58 0.28 0.16
N: 1.14 -1.97 -3.59
C: 0.63 -1.28 -2.58
S: 0.78 0.47 -2.61
N: 0.08 -1.95 -1.57
N: -0.76 -1.11 -0.87
C: -1.76 -0.59 -1.49
C: -2.28 0.70 -1.04
C: -3.61 1.08 -1.17
C: -3.96 2.38 -0.82
C: -2.97 3.24 -0.35
C: -1.66 2.77 -0.22
N: -1.32 1.53 -0.56
H: 1.77 -1.54 -4.24
H: 1.07 -2.98 -3.57
H: -2.11 -1.00 -2.44
H: -4.34 0.39 -1.56
H: -4.98 2.72 -0.91
H: -3.20 4.25 -0.08
H: -0.87 3.40 0.16
C: -0.45 5.14 6.02
C: -0.14 3.72 5.63
C: 0.91 3.09 6.18
C: 1.40 1.69 6.05
C: 0.23 1.22 3.76
C: -0.95 2.14 3.82
C: -1.07 3.17 4.66
S: -0.23 -0.24 2.79
O: -0.84 -1.22 3.60
O: 1.04 -0.66 2.07
O: -1.02 0.29 1.65
H: 0.33 5.56 6.65
H: -1.39 5.18 6.57
H: -0.57 5.77 5.14
H: 1.50 3.67 6.88
H: 2.47 1.73 5.79
H: -1.76 1.92 3.14
H: -2.00 3.72 4.59
O: 2.65 -0.02 -0.19
S: 3.57 0.70 -1.20
C: 4.69 1.65 -0.13
C: 5.76 0.89 0.59
C: 5.48 -0.29 1.27
C: 6.49 -0.97 1.93
C: 7.78 -0.47 1.92
C: 8.07 0.70 1.24
C: 7.07 1.38 0.56
C: 4.77 -0.52 -1.85
C: 4.28 -1.85 -2.34
C: 3.75 -2.79 -1.46
C: 3.47 -4.08 -1.89
C: 3.76 -4.45 -3.20
C: 4.30 -3.52 -4.08
C: 4.55 -2.23 -3.65
H: 3.98 2.17 0.53
H: 5.11 2.42 -0.78
H: 4.48 -0.70 1.25
H: 6.27 -1.89 2.44
H: 8.57 -1.00 2.44
H: 9.08 1.08 1.22
H: 7.30 2.28 0.02
H: 5.52 -0.66 -1.08
H: 5.22 0.04 -2.67
H: 3.56 -2.52 -0.42
H: 3.07 -4.80 -1.20
H: 3.59 -5.46 -3.52
H: 4.55 -3.82 -5.09
H: 5.00 -1.52 -4.33
C: 1.99 3.94 3.04
As: 1.69 2.07 2.72
C: 0.66 0.71 5.14
C: 3.34 1.14 3.09
O: 1.21 2.02 1.08
H: 2.48 4.09 4.00
H: 1.04 4.49 3.02
H: 2.63 4.29 2.22
H: 1.40 1.24 7.05
H: 1.27 -0.19 5.02
H: -0.27 0.39 5.62
H: 4.14 1.53 2.46
H: 3.24 0.07 2.95
H: 3.60 1.37 4.13

Results of the Mulliken charge analysis, in e, for atoms 1 through 8: Zr 0.763; N -0.201; C 0.553; S -0.353; N -0.865; N 0.281; C -0.544; C 1.060